Molecular formula: C24H70O20
Method: DFT, ωB97M-V/def2-TZVPD

Atoms and positions in Å:
C -0.677 0.685 0.158
C 0.585 -0.104 0.650
O 1.228 0.490 1.840
O -1.695 0.557 1.136
H -0.977 0.257 -0.798
H -0.504 1.724 -0.122
H 1.324 -0.234 -0.141
H 0.213 -1.087 0.938
H 1.221 -0.086 2.608
H -1.518 1.152 1.869
C 1.698 -4.573 -0.658
C 1.155 -4.436 -2.055
O 1.947 -3.655 -2.912
O 1.797 -3.281 -0.121
H 2.702 -4.996 -0.622
H 1.075 -5.162 0.014
H 0.175 -3.959 -2.092
H 0.919 -5.426 -2.446
H 2.462 -4.251 -3.460
H 1.984 -2.765 -0.908
C 3.827 1.030 0.111
C 5.386 1.251 -0.113
O 6.111 0.231 -0.664
O 3.137 2.189 0.632
H 3.651 0.188 0.779
H 3.311 0.818 -0.825
H 5.844 1.548 0.831
H 5.449 2.153 -0.721
H 6.211 -0.383 0.066
H 2.547 1.692 1.204
C -5.916 2.367 2.148
C -5.168 1.028 2.409
O -5.851 0.308 3.418
O -6.813 2.056 1.053
H -5.053 2.996 1.929
H -6.367 2.810 3.036
H -4.118 1.222 2.629
H -5.211 0.412 1.511
H -6.702 0.164 2.997
H -6.304 1.648 0.349
C 0.917 2.696 -2.533
C 2.380 3.323 -2.275
O 2.250 4.065 -1.132
O 0.968 2.165 -3.832
H 0.189 3.464 -2.271
H 0.646 1.831 -1.927
H 2.571 4.157 -2.950
H 3.129 2.531 -2.285
H 2.512 3.487 -0.412
H 1.097 1.215 -3.866
C 5.387 -1.689 -3.384
C 4.059 -1.129 -3.667
O 3.174 -1.316 -2.445
O 6.415 -0.766 -3.099
H 5.843 -2.114 -4.279
H 5.415 -2.517 -2.676
H 3.728 -1.587 -4.599
H 4.076 -0.087 -3.985
H 2.256 -1.135 -2.660
H 6.240 -0.452 -2.209
C -1.489 -1.027 -5.447
C -0.628 -1.422 -4.240
O -0.143 -0.315 -3.456
O -1.747 -2.065 -6.361
H -1.035 -0.138 -5.885
H -2.478 -0.680 -5.150
H 0.173 -2.061 -4.613
H -1.277 -2.130 -3.724
H -0.918 0.159 -3.147
H -2.517 -2.477 -5.962
C -3.663 2.426 -1.185
C -3.176 2.102 -2.627
O -2.559 0.717 -2.609
O -4.763 1.574 -0.808
H -3.988 3.466 -1.154
H -2.801 2.329 -0.524
H -2.439 2.892 -2.769
H -3.872 2.204 -3.459
H -3.190 0.008 -2.470
H -4.682 0.688 -1.170
C -1.634 -3.785 1.135
C -2.209 -2.646 0.294
O -3.015 -1.785 1.097
O -2.720 -4.621 1.630
H -1.320 -3.276 2.046
H -0.785 -4.337 0.732
H -2.960 -3.014 -0.404
H -1.395 -2.108 -0.192
H -2.557 -0.947 1.200
H -3.353 -4.226 2.235
C -1.095 -1.894 5.019
C 0.476 -1.800 5.033
C 1.122 -2.860 4.128
O 0.805 -0.567 4.523
H -1.546 -0.981 5.409
H -1.415 -2.813 5.510
H -1.370 -1.867 3.965
H 0.734 -1.878 6.089
H 0.951 -3.875 4.485
H 2.204 -2.771 4.028
H 0.725 -2.954 3.117
H 1.632 -0.337 4.953
C -0.057 4.072 2.197
C 0.316 4.287 3.645
C -0.759 3.656 4.575
O 1.632 3.681 3.714
H -1.097 4.303 1.966
H -0.058 3.074 1.758
H 0.670 4.630 1.608
H 0.300 5.367 3.793
H -1.361 2.761 4.413
H -1.325 4.484 5.000
H -0.202 3.295 5.440
H 1.525 2.764 3.452

Results
Multiplicity: 2
HOMO level (spin up / spin down) (hartree): -0.4092 / -0.4092
Total charge: +1
Orbital gap (spin up / spin down) (eV): 8.841 / 2.703

Atomic partial charges in e from the Mulliken method, atoms 1 to 99: C -0.7584; C 1.2083; O 0.4247; O 0.7614; H 0.0532; H 0.2480; H -0.8187; H -0.3479; H -0.0812; H -0.1361; C -0.4195; C -0.5401; O -0.2708; O -0.2981; H 0.2633; H 0.3854; H 0.0995; H 0.5314; H 0.2436; H 0.1462; C 0.5279; C -0.9085; O -0.5494; O -0.6760; H 0.5039; H -0.1909; H 0.3810; H 0.3261; H 0.3007; H -0.0001; C -0.4375; C 0.4353; O -0.5956; O -0.5839; H 0.1708; H 0.3955; H -0.1477; H 0.0988; H 0.3180; H 0.4485; C 0.6073; C -0.3521; O -0.3555; O -0.4410; H 0.4256; H -0.4096; H 0.3572; H 0.1678; H 0.5849; H 0.4814; C -0.7596; C -0.1850; O -0.2371; O -0.5828; H 0.3868; H 0.2610; H 0.3908; H 0.2630; H -0.1151; H 0.4745; C -0.6676; C -0.3087; O 0.1504; O -0.5468; H 0.3468; H 0.2750; H 0.3574; H 0.2088; H -0.0365; H 0.3568; C 0.1619; C -0.5685; O -0.5491; O -0.4748; H 0.4307; H -0.2611; H 0.2361; H 0.3193; H 0.2112; H 0.2407; C 0.3573; C 0.2639; O -0.6067; O -0.6288; H -0.0771; H -0.2497; H 0.3738; H -0.3444; H 0.2206; H 0.3671; C -1.0232; C 0.3008; C -1.0118; O -0.4662; H 0.3792; H 0.3972; H -0.0158; H 0.3561; H 0.4613

Molecular formula: C20H30ClIN3O3STl
Method: DFT, ωB97M-V/def2-TZVPD

Atoms and positions in Å:
Tl 1.814 -0.538 -1.142
Cl -1.142 6.582 -0.097
C -0.596 5.199 -0.850
C -0.402 5.271 -2.246
C 0.020 4.178 -2.932
I 0.255 4.207 -4.952
C 0.319 2.879 -2.209
O 0.645 1.897 -2.807
C 0.151 2.874 -0.713
N 0.457 1.763 -0.075
C 0.258 1.712 1.246
C -0.262 2.774 1.978
C -0.566 3.943 1.317
C -0.349 4.011 -0.066
H -0.605 6.203 -2.758
H 0.549 0.779 1.722
H -0.410 2.684 3.045
H -0.974 4.792 1.849
C -2.566 -3.788 -0.950
C -3.559 -2.726 -1.417
C -3.288 -1.322 -0.884
S -1.796 -0.450 -1.429
O -0.604 -1.176 -0.821
C -1.773 -0.843 -3.188
C -2.801 -0.044 -3.987
C -2.501 1.454 -4.044
H -2.841 -4.762 -1.354
H -2.568 -3.865 0.140
H -1.549 -3.561 -1.265
H -4.561 -2.991 -1.073
H -3.620 -2.714 -2.507
H -3.148 -1.330 0.200
H -4.108 -0.637 -1.115
H -1.895 -1.920 -3.293
H -0.752 -0.583 -3.483
H -3.802 -0.214 -3.582
H -2.812 -0.445 -5.001
H -2.542 1.912 -3.053
H -3.221 1.969 -4.679
H -1.503 1.623 -4.464
C 4.717 -0.552 1.657
N 3.870 -1.151 2.677
C 4.370 -1.037 4.044
C 2.567 -1.381 2.373
O 2.033 -0.837 1.372
N 1.862 -2.221 3.162
C 2.464 -3.269 3.982
C 0.424 -2.348 2.967
H 5.753 -0.801 1.877
H 4.622 0.538 1.629
H 4.467 -0.950 0.678
H 4.794 -0.040 4.186
H 5.152 -1.768 4.252
H 3.567 -1.161 4.763
H 3.513 -3.398 3.737
H 1.952 -4.209 3.773
H 2.364 -3.061 5.049
H 0.033 -1.464 2.475
H -0.061 -2.472 3.936
H 0.187 -3.216 2.346

Results
HOMO level (hartree): -0.4993
Total charge: +2
Orbital gap (eV): 4.261

The Mulliken scheme yields these atomic charges, measured in e: Tl 0.9341; Cl -0.0693; C 1.0062; C -0.6883; C -0.0698; I 0.3737; C 0.5543; O -0.4106; C -0.0508; N 0.1494; C -0.2554; C -1.1915; C -0.7496; C 0.4102; H 0.4584; H 0.4818; H 0.5024; H 0.4727; C -1.0918; C -0.4732; C -1.0537; S 0.6827; O -0.7201; C -0.9448; C -0.6066; C -0.8533; H 0.3890; H 0.3151; H 0.2198; H 0.4550; H 0.2078; H 0.5812; H 0.4289; H 0.5411; H 0.4833; H 0.2515; H 0.4199; H 0.2319; H 0.4384; H 0.0739; C -0.9434; N 0.1124; C -1.1790; C 0.6404; O -0.5838; N 0.1642; C -1.1921; C -0.9229; H 0.3708; H 0.2807; H 0.2510; H 0.4073; H 0.3348; H 0.3866; H 0.4109; H 0.4024; H 0.3188; H 0.1108; H 0.3917; H 0.4044

Molecular formula: C23H74N2O17
Method: DFT, ωB97M-V/def2-TZVPD

Atoms and positions in Å:
C -0.739 -1.228 5.175
O -2.078 -1.701 5.092
H 0.011 -2.008 5.304
H -0.599 -0.719 4.222
H -0.615 -0.530 6.003
H -2.196 -2.075 4.215
C -4.016 -1.112 1.816
O -4.153 0.259 2.084
H -3.305 -1.567 2.505
H -4.928 -1.678 2.001
H -3.809 -1.341 0.770
H -5.093 0.454 2.092
C 0.790 -3.885 -2.896
O 1.389 -3.091 -1.853
H 1.529 -4.604 -3.253
H -0.128 -4.374 -2.571
H 0.572 -3.222 -3.734
H 1.590 -3.763 -1.197
C 3.586 -0.636 -1.734
O 3.332 -1.581 -2.796
H 4.047 -1.193 -0.918
H 4.315 0.123 -2.018
H 2.646 -0.231 -1.358
H 2.613 -2.152 -2.515
C -2.036 -3.816 -0.330
O -2.931 -4.375 0.580
H -1.155 -3.402 0.158
H -1.677 -4.590 -1.009
H -2.584 -3.031 -0.850
H -3.626 -4.755 0.037
C 4.215 -0.781 2.143
O 3.153 -0.197 1.384
H 5.069 -0.906 1.477
H 4.587 -0.127 2.932
H 4.086 -1.765 2.592
H 3.258 0.750 1.271
C 0.143 2.068 4.865
O -0.762 2.342 5.914
H 0.849 1.297 5.175
H -0.393 1.864 3.938
H 0.647 3.029 4.767
H -1.554 2.761 5.572
C 3.954 3.209 3.311
C 2.728 3.198 2.401
C 2.215 4.597 2.082
O 1.137 4.629 1.083
C -0.006 3.779 1.268
N 3.079 2.595 1.163
H 4.791 3.602 2.735
H 4.291 2.198 3.540
H 3.925 3.711 4.278
H 1.907 2.700 2.917
H 3.048 5.212 1.743
H 1.793 5.048 2.980
H -0.292 3.684 2.315
H 0.130 2.780 0.853
H -0.764 4.278 0.664
H 3.614 3.280 0.648
H 2.293 2.495 0.537
C -3.226 -1.035 -5.409
C -2.135 -1.450 -4.478
C -0.852 -0.666 -4.717
O -0.521 -0.432 -6.072
C 0.805 -0.029 -6.266
N -2.539 -1.263 -3.111
H -3.558 -0.007 -5.264
H -4.082 -1.707 -5.343
H -3.024 -1.159 -6.472
H -1.977 -2.491 -4.763
H -0.006 -1.096 -4.180
H -0.839 0.306 -4.224
H 1.496 -0.831 -6.006
H 1.108 0.828 -5.665
H 0.959 0.248 -7.309
H -3.074 -0.407 -3.075
H -1.780 -1.188 -2.450
C -3.239 3.464 -1.587
C -3.820 2.783 -0.311
O -2.761 2.369 0.545
O -2.527 2.491 -2.325
H -2.533 4.156 -1.129
H -3.946 3.936 -2.269
H -4.331 1.865 -0.602
H -4.546 3.410 0.208
H -3.060 1.578 1.000
H -1.864 2.108 -1.745
C -0.059 -4.673 3.633
C -1.557 -4.821 3.273
O -2.134 -3.580 3.005
O 0.766 -4.210 2.562
H 0.468 -5.564 3.975
H -0.081 -3.935 4.434
H -2.086 -5.326 4.082
H -1.808 -5.448 2.418
H -2.428 -3.568 2.091
H 0.396 -3.381 2.250
C -0.300 -0.677 0.967
C 0.051 0.060 -0.369
O -0.151 -0.706 -1.543
O 0.629 -1.761 1.167
H -1.319 -1.054 0.888
H -0.208 0.053 1.772
H 1.094 0.366 -0.294
H -0.514 0.985 -0.490
H 0.373 -1.508 -1.485
H 1.512 -1.386 1.205
C 1.480 2.337 -2.853
C 2.817 2.652 -3.545
O 2.745 4.003 -3.969
O 1.566 2.848 -1.542
H 1.304 1.262 -2.876
H 0.608 2.804 -3.310
H 3.025 1.973 -4.372
H 3.612 2.569 -2.804
H 2.631 4.599 -3.225
H 1.550 3.806 -1.589

Results
HOMO level (hartree): -0.3290
Energy above the lowest of the compared OMol25 structures with the same formula, charge and spin (eV): 0.0000
Orbital gap (eV): 9.293

Atomic partial charges in e from the Mulliken method, atoms 1 to 99: C 0.2129; O -0.5866; H 0.1758; H -0.4096; H 0.3446; H 0.2823; C 0.1552; O -0.5600; H -0.4683; H 0.4907; H 0.1394; H 0.3037; C -0.2957; O -0.6248; H 0.3762; H 0.0139; H 0.1069; H 0.2094; C 0.0042; O -0.6786; H 0.2834; H 0.3344; H -0.3732; H 0.5075; C -0.2277; O -0.6347; H 0.0149; H 0.2264; H 0.2278; H 0.3500; C -0.8797; O -0.1906; H 0.3376; H 0.1993; H 0.3486; H 0.2803; C -0.3034; O -0.5739; H 0.3028; H -0.1179; H 0.4036; H 0.2948; C -1.5871; C 1.2788; C -0.9436; O -0.3930; C -0.3222; N -0.3589; H 0.3807; H 0.2225; H 0.4043; H -0.3943; H 0.4035; H 0.4206; H 0.4304; H 0.0203; H 0.1315; H 0.2864; H -0.2581; C -1.7104; C 0.4759; C 0.1976; O -0.4607; C -0.5376; N -0.6111; H 0.3936; H 0.4206; H 0.3594; H 0.1691; H -0.1722; H 0.2196; H 0.3015; H 0.0392; H 0.3401; H 0.2810; H 0.3427; C -0.3828; C -0.4493; O -0.2616; O -0.5354; H 0.1441; H 0.3886; H 0.2593; H 0.3698; H 0.1526; H 0.1287; C -0.0856; C -0.5663; O -0.3777; O -0.4990; H 0.4191; H -0.0746; H 0.3656; H 0.2764; H 0.1195; H 0.4308; C 0.4197; C 1.6427; O 1.5963